Entry 1:
A structure of composition C23H46Cl2NOReS3Si3 in a non-equilibrium geometry. Source: the OMol25 dataset; level of theory: wB97M-V/def2-TZVPD.

Values from the calculation:
Kohn-Sham gap (alpha / beta) ... 6.75 / 5.81 eV
Strongest force on any atom ... 3.61 eV/Å
Spin multiplicity ... 4
Relative energy (zero: lowest compared OMol25 entry of this formula, charge and spin) ... 11.5683 eV
Total energy ... -4095.06829 Eh
Lowest unoccupied orbital energy (alpha / beta) ... -2.62 / -3.81 eV
HOMO level (alpha / beta) ... -0.34429 / -0.35330 hartree
Net charge ... +1
Molar mass ... 790.20 g mol⁻¹

Positions of all 80 atoms, in Å:
Re  0.168  -1.117  0.681
C  -2.385  -0.409  3.874
Si  -2.470  0.225  2.103
C  -2.891  -1.249  1.014
C  -3.957  1.373  2.025
C  -0.970  1.173  1.539
Si  0.006  1.976  0.376
C  -0.387  3.809  0.220
C  -0.174  2.891  -2.901
C  1.878  1.807  0.175
Si  0.174  1.780  3.018
C  -0.931  2.810  4.123
C  1.805  2.723  3.073
C  0.646  0.069  3.691
C  0.984  -0.094  5.031
C  1.222  -1.347  5.561
C  1.135  -2.438  4.713
C  0.832  -2.223  3.386
N  0.580  -0.999  2.872
H  -3.411  -0.537  4.225
H  -1.899  0.279  4.566
H  -1.887  -1.377  3.957
H  -3.923  -1.501  1.281
H  -2.308  -2.155  1.194
H  -2.872  -1.022  -0.054
H  -4.711  1.102  2.768
H  -4.431  1.338  1.043
H  -3.662  2.409  2.204
H  -1.156  4.068  0.948
H  -0.800  4.063  -0.762
H  0.492  4.443  0.352
H  -0.226  0.696  -3.634
H  1.036  1.170  -2.105
H  0.794  3.332  -3.107
H  2.327  1.267  1.004
H  2.307  2.809  0.109
H  2.191  1.266  -0.716
H  -0.755  3.857  3.860
H  -0.694  2.708  5.185
H  -1.989  2.592  3.989
H  1.871  3.592  2.419
H  2.675  2.091  2.916
H  1.828  3.095  4.102
H  1.044  0.782  5.666
H  1.464  -1.471  6.608
H  1.305  -3.447  5.061
H  0.790  -3.054  2.696
C  1.432  -5.533  -0.263
C  1.434  -4.060  0.024
S  -0.113  -3.256  0.163
C  2.534  -3.309  0.188
C  3.940  -3.829  0.107
S  2.346  -1.599  0.508
H  0.484  -5.846  -0.699
H  1.581  -6.114  0.650
H  2.230  -5.799  -0.957
H  4.133  -4.293  -0.862
H  4.122  -4.585  0.873
H  4.663  -3.027  0.249
C  -2.399  -0.614  -5.640
C  -1.215  0.296  -5.919
S  0.149  -0.084  -4.786
O  -0.345  -0.484  -1.058
C  1.592  0.727  -5.533
C  2.408  -0.298  -6.303
H  -3.163  -0.440  -6.397
H  -2.838  -0.402  -4.666
H  -2.111  -1.664  -5.676
H  -1.472  1.350  -5.816
H  -0.803  0.135  -6.916
H  2.151  1.171  -4.710
H  1.230  1.537  -6.166
H  2.714  -1.121  -5.659
H  3.302  0.182  -6.699
H  1.846  -0.707  -7.142
Cl  -3.741  2.345  -1.388
C  -2.504  1.390  -2.109
Cl  -0.411  1.294  -1.954
H  -1.000  3.123  -3.565
H  -2.842  0.356  -2.231

---

Entry 2:
A structure of composition C28H35BFeN8S in a non-equilibrium geometry. Source: the OMol25 dataset; level of theory: wB97M-V/def2-TZVPD.

Values from the calculation:
Kohn-Sham gap (alpha / beta) ... 4.69 / 5.40 eV
Strongest force on any atom ... 1.50 eV/Å
Spin multiplicity ... 6
Total energy ... -3212.85501 Eh
Lowest unoccupied orbital energy (alpha / beta) ... 2.53 / 2.51 eV
HOMO level (alpha / beta) ... -0.07944 / -0.10616 hartree
Net charge ... -1
Molar mass ... 582.37 g mol⁻¹

Positions of all 74 atoms, in Å:
Fe  -0.384  -1.155  -0.758
C  -0.670  1.936  -2.823
C  -1.125  1.970  -1.400
C  -1.434  3.080  -0.600
C  -1.869  2.554  0.599
C  -2.262  3.268  1.852
N  -1.825  1.212  0.497
N  -1.348  0.855  -0.719
B  -2.451  0.141  1.412
N  -3.284  -0.800  0.490
N  -2.694  -1.507  -0.506
C  -3.641  -2.201  -1.119
C  -3.310  -3.087  -2.280
C  -4.883  -1.948  -0.505
C  -4.607  -1.052  0.510
C  -5.543  -0.433  1.497
N  -1.396  -0.720  2.135
N  -0.734  -1.672  1.434
C  -0.063  -2.411  2.305
C  0.705  -3.619  1.880
C  -0.272  -1.907  3.605
C  -1.127  -0.836  3.450
C  -1.682  0.087  4.488
H  0.009  2.765  -3.031
H  -1.528  2.012  -3.497
H  -0.144  1.006  -3.030
H  -1.325  4.123  -0.855
H  -2.285  4.341  1.670
H  -1.534  3.068  2.643
H  -3.241  2.948  2.215
H  -3.177  0.663  2.215
H  -2.236  -3.067  -2.455
H  -3.812  -2.750  -3.189
H  -3.611  -4.118  -2.089
H  -5.847  -2.363  -0.762
H  -6.558  -0.779  1.301
H  -5.528  0.656  1.430
H  -5.276  -0.706  2.519
H  0.655  -3.726  0.800
H  0.287  -4.515  2.348
H  1.758  -3.546  2.161
H  0.156  -2.274  4.527
H  -1.418  -0.277  5.479
H  -2.770  0.159  4.419
H  -1.277  1.096  4.370
C  1.581  -0.774  -0.408
C  2.555  -1.724  0.056
C  2.726  -2.948  -0.654
C  3.573  -3.951  -0.221
C  4.315  -3.809  0.951
C  4.210  -2.605  1.644
C  3.380  -1.583  1.206
H  2.154  -3.078  -1.569
H  3.658  -4.869  -0.795
H  4.958  -4.605  1.307
H  4.786  -2.464  2.554
H  3.327  -0.658  1.766
C  4.274  1.035  -3.893
C  3.454  1.908  -3.009
C  3.526  3.267  -2.891
C  2.791  3.918  -1.888
N  2.213  3.178  -0.862
C  2.160  1.893  -1.014
S  1.673  0.849  0.329
N  2.529  1.263  -2.182
C  2.687  5.409  -1.793
H  5.051  1.612  -4.395
H  3.657  0.543  -4.657
H  4.751  0.239  -3.310
H  4.178  3.841  -3.544
H  2.467  0.246  -2.063
H  3.532  5.894  -2.290
H  2.664  5.715  -0.744
H  1.768  5.785  -2.263

---

Entry 3:
The ion C27H38NO2 with charge +1. Source: the OMol25 dataset; level of theory: wB97M-V/def2-TZVPD.

Values from the calculation:
Kohn-Sham gap ... 9.99 eV
Strongest force on any atom ... 0.96 eV/Å
Total energy ... -1256.68565 Eh
Lowest unoccupied orbital energy ... -2.03 eV
Structure (SMILES) ... CC[C@@]1(C)C[C@@]2(CCC[N@H+](CCC(O)(c3ccccc3)c3ccccc3)C2)CCO1
HOMO level ... -0.44174 hartree
Net charge ... +1
Molar mass ... 408.61 g mol⁻¹

Positions of all 68 atoms, in Å:
C  4.824  4.238  -2.342
C  4.005  2.993  -2.660
C  2.733  2.854  -1.803
C  1.828  4.081  -1.970
C  1.966  1.564  -2.226
C  1.731  0.601  -1.048
C  3.024  -0.150  -0.696
C  2.779  -1.271  0.307
C  1.720  -2.227  -0.222
N  0.466  -1.489  -0.483
C  -0.663  -2.392  -0.820
C  -1.357  -2.896  0.443
C  -1.892  -1.744  1.330
O  -0.718  -1.108  1.874
C  -2.693  -0.748  0.505
C  -2.472  0.618  0.627
C  -3.199  1.523  -0.129
C  -4.161  1.075  -1.017
C  -4.395  -0.285  -1.140
C  -3.668  -1.189  -0.388
C  -2.703  -2.342  2.475
C  -4.077  -2.184  2.591
C  -4.755  -2.753  3.656
C  -4.072  -3.478  4.617
C  -2.700  -3.627  4.514
C  -2.020  -3.062  3.451
C  0.679  -0.431  -1.493
C  1.193  1.440  0.120
C  2.210  2.533  0.509
O  3.200  2.731  -0.466
H  4.311  5.141  -2.659
H  5.014  4.294  -1.275
H  5.777  4.191  -2.863
H  4.622  2.112  -2.473
H  3.718  2.996  -3.712
H  2.292  4.946  -1.505
H  0.855  3.924  -1.509
H  1.680  4.286  -3.026
H  2.526  1.047  -3.006
H  1.001  1.848  -2.649
H  3.757  0.552  -0.305
H  3.437  -0.578  -1.612
H  3.704  -1.823  0.472
H  2.463  -0.868  1.270
H  1.518  -3.017  0.502
H  2.052  -2.683  -1.159
H  0.195  -1.033  0.416
H  -1.383  -1.835  -1.423
H  -0.289  -3.228  -1.413
H  -0.672  -3.491  1.047
H  -2.183  -3.544  0.157
H  -0.957  -0.674  2.701
H  -1.733  0.992  1.320
H  -3.016  2.580  -0.015
H  -4.730  1.779  -1.602
H  -5.150  -0.644  -1.821
H  -3.874  -2.244  -0.488
H  -4.627  -1.614  1.859
H  -5.823  -2.623  3.734
H  -4.605  -3.920  5.444
H  -2.155  -4.184  5.260
H  -0.947  -3.176  3.386
H  -0.276  0.070  -1.667
H  0.999  -0.906  -2.424
H  0.258  1.904  -0.202
H  0.978  0.831  0.998
H  1.683  3.472  0.728
H  2.765  2.244  1.405

---

Entry 4:
The molecule C18H18ClNO4. Source: the OMol25 dataset; level of theory: wB97M-V/def2-TZVPD.

Values from the calculation:
Kohn-Sham gap ... 9.27 eV
Strongest force on any atom ... 0.68 eV/Å
Relative energy (zero: lowest compared OMol25 entry of this formula, charge and spin) ... 0.0962 eV
Total energy ... -1512.65617 Eh
Lowest unoccupied orbital energy ... 0.75 eV
Structure (SMILES) ... COc1ccc(CC(=O)OCC(=O)NCc2ccccc2Cl)cc1
HOMO level ... -0.31302 hartree
Molar mass ... 347.80 g mol⁻¹

Positions of all 42 atoms, in Å:
C  5.420  0.525  0.600
O  4.118  1.035  0.755
C  3.185  0.736  -0.191
C  1.911  1.267  0.022
C  0.895  1.023  -0.874
C  1.116  0.246  -2.006
C  -0.023  -0.052  -2.944
C  -0.957  -1.060  -2.313
O  -0.614  -1.969  -1.597
O  -2.223  -0.820  -2.649
C  -3.229  -1.720  -2.186
C  -3.739  -1.360  -0.780
O  -4.888  -1.032  -0.579
N  -2.800  -1.470  0.174
C  -3.043  -1.081  1.547
C  -2.032  -0.074  2.025
C  -1.142  -0.392  3.043
C  -0.217  0.527  3.502
C  -0.168  1.793  2.945
C  -1.036  2.130  1.922
C  -1.954  1.199  1.464
Cl  -3.021  1.644  0.171
C  2.379  -0.282  -2.211
C  3.412  -0.041  -1.320
H  5.889  0.892  -0.319
H  5.982  0.885  1.459
H  5.425  -0.570  0.598
H  1.744  1.864  0.904
H  -0.085  1.438  -0.693
H  0.353  -0.486  -3.873
H  -0.596  0.845  -3.184
H  -2.833  -2.742  -2.178
H  -4.057  -1.633  -2.892
H  -1.870  -1.787  -0.069
H  -4.053  -0.659  1.572
H  -3.014  -1.967  2.191
H  -1.184  -1.377  3.484
H  0.463  0.257  4.295
H  0.544  2.520  3.305
H  -1.007  3.112  1.475
H  2.570  -0.895  -3.080
H  4.382  -0.469  -1.517

---

Entry 5:
A structure of composition C39H36N9O4S3Tl in a non-equilibrium geometry. Source: the OMol25 dataset; level of theory: wB97M-V/def2-TZVPD.

Values from the calculation:
Kohn-Sham gap ... 3.55 eV
Strongest force on any atom ... 1.26 eV/Å
Total energy ... -3668.63194 Eh
Lowest unoccupied orbital energy ... 3.36 eV
HOMO level ... -0.00699 hartree
Net charge ... -2
Molar mass ... 995.36 g mol⁻¹

Positions of all 92 atoms, in Å:
Tl  -0.180  -0.871  0.053
S  0.426  0.489  2.866
C  0.615  1.856  1.661
N  -0.417  1.895  0.646
C  -1.025  3.078  0.500
C  -1.933  3.440  -0.534
C  -2.504  4.712  -0.577
C  -2.233  5.674  0.392
C  -1.317  5.354  1.420
C  -0.721  4.110  1.460
S  0.481  3.538  2.597
H  -2.167  2.712  -1.304
H  -3.175  4.957  -1.398
H  -2.681  6.662  0.339
H  -1.066  6.095  2.174
O  1.727  -7.826  1.380
C  0.400  -7.404  1.075
C  0.413  -6.099  0.338
C  -0.760  -5.634  -0.229
C  -0.751  -4.387  -0.823
N  0.341  -3.628  -0.901
C  1.480  -4.087  -0.400
C  1.551  -5.316  0.247
C  2.681  -3.193  -0.533
C  3.974  -3.656  -0.331
C  5.049  -2.792  -0.482
C  6.465  -3.264  -0.324
O  7.060  -3.624  -1.580
C  4.790  -1.480  -0.837
C  3.470  -1.096  -1.006
N  2.444  -1.929  -0.859
H  1.688  -8.427  2.124
H  -0.183  -7.275  1.990
H  -0.107  -8.153  0.466
H  -1.672  -6.221  -0.179
H  -1.654  -3.964  -1.257
H  2.469  -5.655  0.709
H  4.156  -4.694  -0.071
H  6.507  -4.160  0.291
H  7.059  -2.487  0.159
H  6.862  -2.921  -2.205
H  5.596  -0.764  -0.964
H  3.218  -0.067  -1.256
N  -5.213  4.303  0.836
C  -4.917  3.110  0.160
C  -5.416  2.881  -1.123
C  -5.090  1.720  -1.808
C  -4.286  0.772  -1.193
C  -3.809  0.979  0.100
C  -4.132  2.135  0.774
S  -3.734  -0.642  -2.083
O  -4.046  -1.803  -1.241
O  -4.377  -0.664  -3.373
N  -2.149  -0.521  -2.046
C  -1.502  0.414  -2.823
N  -0.150  0.423  -2.715
C  0.525  1.266  -3.473
C  -0.074  2.132  -4.374
C  -1.459  2.106  -4.370
N  -2.175  1.287  -3.617
H  -5.334  5.077  0.205
H  -4.511  4.531  1.524
H  -6.014  3.651  -1.605
H  -5.410  1.548  -2.829
H  -3.126  0.267  0.553
H  -3.716  2.320  1.759
H  1.609  1.257  -3.351
H  0.495  2.797  -5.008
H  -2.029  2.792  -4.994
N  -3.396  -2.576  1.262
C  -4.220  -2.762  2.311
C  -3.422  -2.892  3.427
C  -2.106  -2.756  2.934
N  -2.102  -2.566  1.621
H  -3.657  -2.398  0.283
H  -5.293  -2.767  2.187
H  -3.736  -3.041  4.450
H  -1.168  -2.761  3.474
C  2.043  1.716  0.941
C  3.097  2.750  1.233
C  3.272  3.859  0.405
C  4.234  4.822  0.689
C  5.044  4.693  1.813
C  4.875  3.595  2.650
C  3.912  2.633  2.361
H  2.430  0.732  1.207
H  1.817  1.727  -0.129
H  2.628  3.972  -0.462
H  4.352  5.677  0.032
H  5.798  5.441  2.034
H  5.498  3.486  3.534
H  3.762  1.783  3.021

---

Entry 6:
A cluster of 6 separate species, C48H64N9O11 in total in a non-equilibrium geometry. Source: the OMol25 dataset; level of theory: wB97M-V/def2-TZVPD.

Values from the calculation:
Kohn-Sham gap ... 8.11 eV
Strongest force on any atom ... 1.62 eV/Å
Total energy ... -3187.16936 Eh
Lowest unoccupied orbital energy ... -3.38 eV
HOMO level ... -0.42222 hartree
Net charge ... +1
Molar mass ... 943.09 g mol⁻¹

Positions of all 132 atoms, in Å:
C  -3.342  -3.131  0.022
C  -3.841  -3.264  -1.429
C  -4.275  -1.939  -2.077
N  -3.229  -1.352  -2.926
C  -2.154  -0.700  -2.197
N  -1.152  -1.771  -1.908
C  -0.110  -1.939  -2.708
N  0.503  -3.178  -2.786
N  0.370  -0.904  -3.395
C  -0.079  0.476  -2.984
C  0.464  0.718  -1.562
C  0.543  1.405  -4.041
C  0.665  2.897  -3.688
C  2.049  3.312  -3.138
C  2.011  4.098  -1.813
C  3.193  3.799  -0.866
C  2.799  3.247  0.504
O  2.932  1.830  0.491
C  3.169  1.267  1.769
C  -1.606  0.444  -3.057
C  -2.370  1.751  -2.813
C  -2.316  2.393  -1.422
C  -3.579  3.231  -1.148
H  -4.129  -3.387  0.732
H  -2.497  -3.798  0.213
H  -3.023  -2.107  0.243
H  -3.065  -3.696  -2.064
H  -4.694  -3.944  -1.452
H  -4.609  -1.228  -1.306
H  -5.135  -2.119  -2.723
H  -3.659  -0.659  -3.529
H  -2.522  -0.362  -1.222
H  -0.988  -2.004  -0.935
H  1.192  -3.451  -2.106
H  0.254  -3.818  -3.521
H  0.382  -1.044  -4.404
H  1.254  0.006  -1.316
H  -0.313  0.636  -0.803
H  0.908  1.705  -1.464
H  -0.014  1.275  -4.977
H  1.554  1.032  -4.242
H  -0.107  3.209  -2.980
H  0.469  3.459  -4.604
H  2.523  3.950  -3.889
H  2.699  2.438  -3.032
H  1.976  5.168  -2.027
H  1.075  3.872  -1.285
H  3.827  3.036  -1.326
H  3.782  4.706  -0.722
H  1.757  3.499  0.745
H  3.447  3.668  1.279
H  2.799  1.914  2.570
H  4.240  1.080  1.898
H  2.647  0.310  1.831
H  -1.823  0.155  -4.096
H  -3.425  1.532  -3.023
H  -2.076  2.478  -3.576
H  -1.437  3.034  -1.314
H  -2.240  1.632  -0.641
H  -4.054  3.574  -2.068
H  -3.314  4.114  -0.562
H  -4.284  2.664  -0.539
C  -5.703  5.524  4.489
C  -5.805  4.140  4.408
C  -6.163  3.535  3.214
C  -6.417  4.340  2.118
C  -6.325  5.719  2.172
C  -5.963  6.308  3.373
N  -6.805  3.708  0.845
O  -6.889  2.494  0.816
O  -7.012  4.432  -0.106
H  -5.426  5.991  5.424
H  -5.614  3.530  5.281
H  -6.258  2.462  3.134
H  -6.539  6.313  1.297
H  -5.891  7.385  3.439
C  -1.532  2.472  9.201
C  -2.836  1.996  9.222
C  -3.881  2.813  8.819
C  -3.586  4.097  8.397
C  -2.297  4.594  8.369
C  -1.263  3.767  8.778
N  -4.692  4.968  7.962
O  -5.819  4.521  8.011
O  -4.412  6.085  7.570
H  -0.720  1.830  9.520
H  -3.044  0.990  9.558
H  -4.903  2.466  8.834
H  -2.111  5.605  8.040
H  -0.247  4.137  8.769
C  1.739  -5.232  0.386
C  1.075  -6.009  -0.555
C  0.996  -7.383  -0.395
C  1.595  -7.948  0.714
C  2.265  -7.198  1.661
C  2.334  -5.824  1.493
N  1.506  -9.413  0.896
O  0.928  -10.046  0.038
O  2.015  -9.882  1.891
H  1.793  -4.155  0.270
H  0.597  -5.550  -1.410
H  0.482  -8.007  -1.110
H  2.718  -7.681  2.513
H  2.851  -5.216  2.223
C  9.281  -0.083  3.300
C  9.532  -1.216  2.537
C  8.537  -2.161  2.345
C  7.303  -1.943  2.928
C  7.030  -0.826  3.695
C  8.034  0.111  3.880
N  6.234  -2.937  2.725
O  6.496  -3.929  2.078
O  5.148  -2.707  3.223
H  10.062  0.652  3.445
H  10.505  -1.366  2.091
H  8.713  -3.051  1.760
H  6.056  -0.694  4.141
H  7.842  0.991  4.477
C  3.345  -2.903  -6.609
C  3.413  -3.215  -7.959
C  2.251  -3.327  -8.712
C  1.038  -3.123  -8.086
C  0.944  -2.820  -6.741
C  2.109  -2.707  -6.002
N  -0.208  -3.224  -8.873
O  -0.110  -3.511  -10.043
O  -1.252  -3.006  -8.289
H  4.254  -2.811  -6.029
H  4.372  -3.369  -8.433
H  2.285  -3.567  -9.764
H  -0.033  -2.680  -6.297
H  2.056  -2.479  -4.946